(1)
This record from the Open Molecules 2025 dataset describes a single C5H7IN2 molecule in a non-equilibrium geometry. The level of theory is ωB97M-V/def2-TZVPD.

Its HOMO energy is -7.37 eV. As for the net charge: 0. The total energy is -16374.7698 eV. The calculation puts the molecular weight at 222.0 g/mol. The calculation puts the energy above the lowest of the compared OMol25 structures with the same formula, charge and spin at 4.307 eV. As for the maximum force: 4.47 eV/Å. The LUMO energy comes out at -0.1 eV.

```
15
C5H7IN2 | the Open Molecules 2025 dataset | ωB97M-V/def2-TZVPD
H 2.056 -1.774 1.410
C -0.739 1.014 -0.138
H -0.904 3.056 0.774
H -1.759 2.731 -0.880
H 0.950 -3.060 0.558
H 0.126 2.826 -0.789
H 2.310 -2.299 -0.281
C 1.451 -2.075 0.507
N -1.501 -1.359 -1.162
C -0.817 2.487 -0.210
I -2.713 0.263 0.011
N -0.444 -1.638 -0.739
C 0.355 0.257 0.242
H 1.175 0.713 0.640
C 0.456 -1.144 0.057
```



(2)
This record from the Open Molecules 2025 dataset describes an isolated ion of composition C5H7IN2O5P2 and charge -2 in a non-equilibrium geometry. The level of theory is ωB97M-V/def2-TZVPD.

Its HOMO energy is -0.29 eV. As for the net charge: -2. The total energy is -45197.7383 eV. The calculation puts the molecular weight at 364.0 g/mol. The calculation puts the energy above the lowest of the compared OMol25 structures with the same formula, charge and spin at 1.458 eV. As for the maximum force: 4.36 eV/Å. The LUMO energy comes out at 5.0 eV.

```
22
C5H7IN2O5P2 | the Open Molecules 2025 dataset | ωB97M-V/def2-TZVPD
O -1.429 1.274 -0.473
H -1.127 -1.283 -1.986
C 2.161 0.921 1.250
H 1.996 -1.981 -0.183
O -4.653 -2.214 -0.382
N 1.999 0.007 0.275
H 2.602 0.160 -1.830
H -2.276 1.496 -0.223
C 2.463 0.657 -0.913
P -1.178 -0.143 0.451
C -0.142 -1.282 -0.291
O -2.667 -0.826 0.159
P -3.889 -1.092 -0.892
H 1.983 0.635 2.291
O -0.229 -1.414 -1.741
C 1.205 -1.233 0.248
O -1.114 0.061 1.912
H 1.043 -1.649 1.297
C 2.723 2.017 0.651
N 2.898 1.813 -0.702
H 2.948 2.990 1.195
I -5.317 1.084 -0.115
```



(3)
This record from the Open Molecules 2025 dataset describes an isolated ion of composition C5H7INO and charge +1 in a non-equilibrium geometry. The level of theory is ωB97M-V/def2-TZVPD.

Its HOMO energy is -12.91 eV. As for the net charge: +1. The total energy is -16927.9903 eV. The calculation puts the molecular weight at 224.0 g/mol. The calculation puts the energy above the lowest of the compared OMol25 structures with the same formula, charge and spin at 0.705 eV. As for the maximum force: 5.31 eV/Å. The LUMO energy comes out at -4.0 eV.

```
15
C5H7INO | the Open Molecules 2025 dataset | ωB97M-V/def2-TZVPD
H 0.351 3.235 1.483
C -0.299 0.610 -0.268
I -3.297 0.046 -0.577
N -1.205 -1.703 0.822
H -2.098 -2.170 0.656
O -0.419 1.488 0.805
H -1.327 -1.339 1.743
C -1.214 -0.485 -0.462
C 0.414 2.476 0.636
H 1.316 0.792 -2.008
H -0.949 -0.971 -1.404
C 0.762 1.159 -1.062
H 1.903 3.093 -0.624
C 1.174 2.348 -0.410
H -0.553 -2.496 0.795
```



(4)
This record from the Open Molecules 2025 dataset describes a 2-piece molecular cluster, C5H7IO overall in a non-equilibrium geometry. The level of theory is ωB97M-V/def2-TZVPD.

Its HOMO energy is -9.17 eV. As for the net charge: 0. The total energy is -15443.1828 eV. The calculation puts the molecular weight at 210.0 g/mol. The calculation puts the energy above the lowest of the compared OMol25 structures with the same formula, charge and spin at 1.695 eV. As for the maximum force: 3.50 eV/Å. The LUMO energy comes out at 0.6 eV.

```
14
C5H7IO | the Open Molecules 2025 dataset | ωB97M-V/def2-TZVPD
C -1.949 0.579 -0.733
H 3.166 1.676 -0.222
O -0.219 -0.565 -2.157
C -1.020 0.203 -1.789
C 2.245 -0.303 -0.063
C 2.482 0.939 0.174
H -2.812 0.962 -2.849
C -2.098 1.211 -2.149
I 1.611 1.831 1.907
H -2.821 -0.043 -0.410
H -1.450 1.142 0.054
H -1.891 2.198 -2.090
H 2.606 -0.767 -0.966
H 1.697 -0.880 0.640
```



(5)
This record from the Open Molecules 2025 dataset describes C5H7IO2PS as an isolated structure in a non-equilibrium geometry. The level of theory is ωB97M-V/def2-TZVPD.

Its HOMO energy is -4.41 eV. As for the net charge: -1. The total energy is -37621.4081 eV. The calculation puts the molecular weight at 289.1 g/mol. The calculation puts the energy above the lowest of the compared OMol25 structures with the same formula, charge and spin at 0.000 eV. As for the maximum force: 2.99 eV/Å. The LUMO energy comes out at 3.0 eV.

```
17
C5H7IO2PS | the Open Molecules 2025 dataset | ωB97M-V/def2-TZVPD
H -0.232 0.630 1.959
H -1.484 -1.611 0.975
P 1.289 0.599 0.352
H 0.868 0.124 -2.074
O -1.363 1.960 -1.739
C -0.526 1.416 -1.054
O -0.044 1.876 0.072
I 2.827 -1.452 -0.223
H -0.220 -1.944 -0.883
H -1.765 0.067 0.695
C 0.143 -0.254 1.508
C 0.333 0.181 -1.180
H -1.401 -0.882 -1.539
S 2.674 1.922 1.026
H 0.540 -0.927 2.303
C -0.653 -0.961 -0.812
C -0.988 -0.744 0.616
```



(6)
This record from the Open Molecules 2025 dataset describes a single C5H7N molecule in a non-equilibrium geometry. The level of theory is ωB97M-V/def2-TZVPD.

Its HOMO energy is -9.15 eV. As for the net charge: 0. The total energy is -6784.3344 eV. The calculation puts the molecular weight at 81.1 g/mol. The calculation puts the energy above the lowest of the compared OMol25 structures with the same formula, charge and spin at 4.178 eV. As for the maximum force: 4.82 eV/Å. The LUMO energy comes out at 1.1 eV.

```
13
C5H7N | the Open Molecules 2025 dataset | ωB97M-V/def2-TZVPD
C 2.392 0.443 0.027
H -0.121 1.715 0.306
N -0.866 -1.013 0.669
H -1.955 -0.586 -1.074
C 0.133 -0.853 -0.354
C 1.372 -0.219 -0.104
H 3.132 1.298 0.459
C -1.241 1.301 0.045
H -0.620 -0.449 1.555
H 0.143 -1.726 -0.934
H -1.517 1.952 -0.907
C -1.147 -0.122 -0.418
H -2.051 1.583 0.741
```



(7)
This record from the Open Molecules 2025 dataset describes a single C5H7N molecule in a non-equilibrium geometry. The level of theory is ωB97M-V/def2-TZVPD.

Its HOMO energy is -8.28 eV. As for the net charge: 0. The total energy is -6786.8324 eV. The calculation puts the molecular weight at 81.1 g/mol. The calculation puts the energy above the lowest of the compared OMol25 structures with the same formula, charge and spin at 1.680 eV. As for the maximum force: 3.51 eV/Å. The LUMO energy comes out at 1.1 eV.

```
13
C5H7N | the Open Molecules 2025 dataset | ωB97M-V/def2-TZVPD
H 2.563 1.100 -0.282
H -0.322 -2.025 0.624
C -1.842 0.253 0.064
H 0.117 1.681 -1.321
H 2.281 -1.312 0.984
C 1.525 -0.762 0.449
H -1.959 1.350 0.148
H -2.056 -0.282 -0.842
C 0.450 0.848 -0.707
C 0.215 -1.126 0.331
H -2.121 -0.131 1.069
N -0.439 -0.101 -0.296
C 1.674 0.498 -0.215
```



(8)
This record from the Open Molecules 2025 dataset describes a single C5H7N molecule. The level of theory is ωB97M-V/def2-TZVPD.

Its HOMO energy is -8.09 eV. As for the net charge: 0. The total energy is -6788.3882 eV. The calculation puts the molecular weight at 81.1 g/mol. The calculation puts the energy above the lowest of the compared OMol25 structures with the same formula, charge and spin at 0.124 eV. As for the maximum force: 0.23 eV/Å. The LUMO energy comes out at 1.1 eV.

```
13
C5H7N | the Open Molecules 2025 dataset | ωB97M-V/def2-TZVPD
N -0.624 1.354 0.996
H 0.796 -1.845 -1.634
H 1.212 2.449 0.996
H 2.027 0.481 -0.693
C -0.020 -1.717 -0.918
C -1.057 0.185 0.426
H 0.126 -2.456 -0.122
C -0.029 -0.343 -0.315
H -0.962 -1.962 -1.420
C 1.063 0.568 -0.203
C 0.672 1.590 0.626
H -1.146 1.888 1.668
H -2.058 -0.190 0.593
```



(9)
This record from the Open Molecules 2025 dataset describes a single C5H7N molecule. The level of theory is ωB97M-V/def2-TZVPD.

Its HOMO energy is -9.40 eV. As for the net charge: 0. The total energy is -6785.2890 eV. The calculation puts the molecular weight at 81.1 g/mol. The calculation puts the energy above the lowest of the compared OMol25 structures with the same formula, charge and spin at 3.224 eV. As for the maximum force: 0.46 eV/Å. The LUMO energy comes out at 1.1 eV.

```
13
C5H7N | the Open Molecules 2025 dataset | ωB97M-V/def2-TZVPD
C 2.879 -0.814 -0.599
N -0.539 -0.393 0.497
H -1.811 -1.264 -0.890
H -2.051 0.496 -0.731
C 1.814 -0.311 -0.348
C 0.512 0.310 -0.217
H 0.434 0.837 1.977
H -2.616 -0.611 0.552
C -1.822 -0.432 -0.179
H -0.727 1.751 0.879
C -0.092 0.874 1.027
H 3.814 -1.271 -0.841
H 0.205 0.827 -1.128
```



(10)
This record from the Open Molecules 2025 dataset describes a single C5H7N molecule in a non-equilibrium geometry. The level of theory is ωB97M-V/def2-TZVPD.

Its HOMO energy is -9.62 eV. As for the net charge: 0. The total energy is -6784.1667 eV. The calculation puts the molecular weight at 81.1 g/mol. The calculation puts the energy above the lowest of the compared OMol25 structures with the same formula, charge and spin at 4.346 eV. As for the maximum force: 1.11 eV/Å. The LUMO energy comes out at -1.0 eV.

```
13
C5H7N | the Open Molecules 2025 dataset | ωB97M-V/def2-TZVPD
H 1.649 0.474 -0.228
C -0.006 0.161 1.119
H 0.405 0.807 1.904
H -1.933 -0.559 0.693
N 0.727 -2.332 1.537
H -1.145 0.334 -1.529
H 0.397 0.424 -2.383
C -0.083 0.064 -1.469
H 0.451 1.778 -0.247
C -1.460 0.415 0.937
C 0.576 0.692 -0.242
C 0.425 -1.230 1.357
H -0.002 -1.028 -1.451
```



(11)
This record from the Open Molecules 2025 dataset describes a single C5H7N molecule in a non-equilibrium geometry. The level of theory is ωB97M-V/def2-TZVPD.

Its HOMO energy is -7.71 eV. As for the net charge: 0. The total energy is -6784.2528 eV. The calculation puts the molecular weight at 81.1 g/mol. The calculation puts the energy above the lowest of the compared OMol25 structures with the same formula, charge and spin at 4.260 eV. As for the maximum force: 4.32 eV/Å. The LUMO energy comes out at 0.7 eV.

```
13
C5H7N | the Open Molecules 2025 dataset | ωB97M-V/def2-TZVPD
H 2.227 1.235 -0.642
C -0.757 -0.473 0.449
H 0.821 -0.827 -1.327
H 1.215 -1.322 0.367
H -0.864 -0.643 1.497
N 0.251 1.790 -0.059
C -0.852 1.259 0.186
C -1.933 0.355 -0.221
H 1.713 0.930 1.130
H -2.779 0.290 0.433
H -1.944 0.270 -1.326
C 1.381 0.849 0.046
C 0.731 -0.520 -0.223
```



(12)
This record from the Open Molecules 2025 dataset describes a single C5H7N molecule. The level of theory is ωB97M-V/def2-TZVPD.

Its HOMO energy is -8.86 eV. As for the net charge: 0. The total energy is -6787.6771 eV. The calculation puts the molecular weight at 81.1 g/mol. The calculation puts the energy above the lowest of the compared OMol25 structures with the same formula, charge and spin at 0.836 eV. As for the maximum force: 0.64 eV/Å. The LUMO energy comes out at 1.0 eV.

```
13
C5H7N | the Open Molecules 2025 dataset | ωB97M-V/def2-TZVPD
C -0.391 1.762 -0.767
N 1.106 0.465 0.668
H -0.536 1.566 -1.838
H 2.148 -1.177 1.601
H 0.385 2.517 -0.627
H -1.342 2.137 -0.372
H -1.150 -1.121 -1.066
C 1.279 -0.900 1.013
H 0.283 -2.777 0.531
H -1.487 -0.508 0.569
C 0.061 0.519 -0.085
C 0.320 -1.695 0.514
C -0.675 -0.787 -0.139
```



(13)
This record from the Open Molecules 2025 dataset describes a single C5H7N molecule. The level of theory is ωB97M-V/def2-TZVPD.

Its HOMO energy is -9.23 eV. As for the net charge: 0. The total energy is -6786.1746 eV. The calculation puts the molecular weight at 81.1 g/mol. The calculation puts the energy above the lowest of the compared OMol25 structures with the same formula, charge and spin at 2.338 eV. As for the maximum force: 0.47 eV/Å. The LUMO energy comes out at 0.9 eV.

```
13
C5H7N | the Open Molecules 2025 dataset | ωB97M-V/def2-TZVPD
H 2.245 1.155 -0.264
H -2.805 0.775 0.707
H -2.277 1.724 -0.713
C 1.882 -2.009 0.668
H -2.829 0.032 -0.889
H -0.064 1.913 -0.765
H 2.037 -2.806 -0.055
C -2.271 0.724 -0.249
C 1.434 0.446 -0.106
H 1.864 -2.275 1.721
C 0.047 0.909 -0.325
C 1.690 -0.780 0.284
N -0.951 0.192 -0.014
```



(14)
This record from the Open Molecules 2025 dataset describes C5H7N as an isolated structure in a non-equilibrium geometry. The level of theory is ωB97M-V/def2-TZVPD.

Its HOMO energy is -8.35 eV. As for the net charge: 0. The total energy is -6783.9749 eV. The calculation puts the molecular weight at 81.1 g/mol. The calculation puts the energy above the lowest of the compared OMol25 structures with the same formula, charge and spin at 4.538 eV. As for the maximum force: 2.17 eV/Å. The LUMO energy comes out at 0.9 eV.

```
13
C5H7N | the Open Molecules 2025 dataset | ωB97M-V/def2-TZVPD
H -0.940 -2.141 0.410
H 0.773 1.476 1.459
N 1.804 -0.005 0.087
C -0.715 1.071 -0.587
C 0.759 -0.783 0.808
H -0.950 1.602 -1.558
C -1.079 -0.333 -0.700
H -1.166 1.694 0.160
C 0.779 0.696 0.725
H -1.657 -0.727 -1.532
H 1.215 -1.509 1.491
H 1.640 0.154 -0.900
C -0.489 -1.196 0.146
```



(15)
This record from the Open Molecules 2025 dataset describes a single C5H7N molecule in a non-equilibrium geometry. The level of theory is ωB97M-V/def2-TZVPD.

Its HOMO energy is -8.78 eV. As for the net charge: 0. The total energy is -6784.7411 eV. The calculation puts the molecular weight at 81.1 g/mol. The calculation puts the energy above the lowest of the compared OMol25 structures with the same formula, charge and spin at 3.771 eV. As for the maximum force: 3.98 eV/Å. The LUMO energy comes out at 0.7 eV.

```
13
C5H7N | the Open Molecules 2025 dataset | ωB97M-V/def2-TZVPD
C -1.991 -0.452 -0.351
C -0.491 -0.432 -0.254
H 2.410 1.508 -0.926
H -2.222 0.940 1.282
H -2.294 -0.438 -1.427
N -2.537 0.797 0.291
H 2.548 -1.247 1.217
H -3.536 0.672 0.318
C 0.692 -0.412 0.052
H 3.964 0.693 -0.045
C 2.122 -0.392 0.405
C 2.873 0.642 -0.281
H -2.344 -1.435 0.119
```



(16)
This record from the Open Molecules 2025 dataset describes a single C5H7N molecule in a non-equilibrium geometry. The level of theory is ωB97M-V/def2-TZVPD.

Its HOMO energy is -8.21 eV. As for the net charge: 0. The total energy is -6784.9436 eV. The calculation puts the molecular weight at 81.1 g/mol. The calculation puts the energy above the lowest of the compared OMol25 structures with the same formula, charge and spin at 3.569 eV. As for the maximum force: 4.66 eV/Å. The LUMO energy comes out at 1.0 eV.

```
13
C5H7N | the Open Molecules 2025 dataset | ωB97M-V/def2-TZVPD
H 2.181 0.913 -0.197
H 0.443 -1.474 -1.468
H -1.024 -0.468 -1.784
H -1.777 -0.868 0.619
C 0.256 1.756 0.414
C 1.365 0.806 0.512
N -0.274 2.854 0.572
H 1.730 0.594 1.514
H -1.267 2.930 0.356
C -0.297 -0.800 -1.056
C 0.113 0.096 0.037
H -0.325 -1.901 0.897
C -0.742 -1.052 0.371
```